1.
ORCA calculation (ωB97M-V/def2-TZVPD) on a 2-piece molecular cluster, C4H8N2O overall at a distorted geometry.

Computed properties:
Multiplicity ... 1
Energy above the lowest of the compared OMol25 structures with the same formula, charge and spin ... 4.124 eV
E_LUMO (spin up / spin down) ... 0.37 / 0.37 eV
Gap between HOMO and LUMO (spin up / spin down) ... 8.00 / 8.00 eV

```
15
Properties=species:S:1:pos:R:3:forces:R:3:mulliken_charge:R:1
C 1.183242 -0.514797 1.665266 -0.040 0.031 0.016 -0.436
N 0.358985 -0.643371 0.659450 -0.057 0.052 -0.043 -0.007
C -0.626366 0.157488 0.181017 0.086 -0.063 0.092 0.218
C -1.406716 -0.387960 -0.985747 -0.225 0.099 0.098 -0.468
O -0.559896 -1.186917 -1.808219 0.152 0.152 -0.173 -0.566
C -0.933469 1.338976 0.874677 -0.182 0.704 0.442 0.096
N -1.159421 2.312350 1.475019 0.227 -0.863 -0.539 -0.497
H 1.089280 0.344475 2.316466 0.005 -0.102 -0.083 0.275
H 1.929974 -1.279844 1.820679 -0.119 0.102 -0.060 0.249
H 2.192756 1.243439 -0.833093 -0.043 0.003 -0.020 0.187
H 0.485975 -1.449682 0.043853 0.028 0.055 0.135 0.284
H 1.455329 1.281284 -0.943424 0.082 0.024 0.028 -0.205
H -1.862934 0.439587 -1.544190 0.068 -0.137 0.109 0.298
H -2.214243 -1.067153 -0.683835 0.104 0.099 -0.015 0.249
H 0.067506 -0.587874 -2.237919 -0.086 -0.156 0.013 0.323
```
Forces are in eV/Å.


2.
ORCA calculation (ωB97M-V/def2-TZVPD) on a 3-piece molecular cluster, C6H19N2O3Si overall at a distorted geometry.

Computed properties:
Net charge ... +1
Multiplicity ... 1
Energy above the lowest of the compared OMol25 structures with the same formula, charge and spin ... 5.942 eV
E_LUMO ... -4.09 eV
Gap between HOMO and LUMO ... 6.66 eV

```
31
Properties=species:S:1:pos:R:3:forces:R:3:mulliken_charge:R:1
C -0.242798 -2.650818 2.926548 1.001 -1.643 1.898 -0.991
C 2.166631 2.488367 -0.396119 2.191 -1.803 2.093 -0.532
C -0.116014 -1.654388 -1.378070 -2.749 2.869 -2.232 -0.156
C 3.740598 -0.121743 -4.247679 0.521 -0.280 0.132 -0.492
C -1.250655 -1.549475 2.956706 0.265 1.228 -0.630 -0.433
C -1.759163 -1.319993 1.532397 0.748 0.312 0.420 -0.333
N -2.512728 -0.254911 1.547081 0.992 -2.303 3.485 -0.142
N -4.033593 2.948798 1.044228 0.905 2.521 0.343 -0.722
O 2.457740 1.523074 -1.409873 0.044 0.451 -0.594 -0.277
O 0.594279 -0.391468 -1.593174 0.954 0.662 -0.128 -0.066
O 2.821869 -0.532402 -3.224393 -2.273 1.026 2.508 -0.360
Si 1.919759 0.243048 -2.098051 1.013 -1.871 -1.320 0.717
H 0.605337 -2.247180 2.344238 -0.252 -0.976 -0.012 0.210
H 0.166992 -2.967663 3.968678 -0.633 0.862 -1.609 0.317
H -0.717791 -3.600133 2.551383 0.775 1.010 -0.163 0.265
H 1.338421 2.206073 0.236070 0.184 -0.726 0.454 0.290
H 1.878187 3.386288 -0.753771 -0.722 2.812 -2.082 0.316
H 3.160184 2.662885 0.117209 -1.443 -0.412 -0.139 0.251
H -0.977159 -1.555874 -2.174334 1.248 -0.572 2.145 0.232
H -0.367424 -1.584599 -0.341022 -0.845 -0.611 0.433 0.015
H 0.490141 -2.419449 -1.666982 1.693 -2.247 -0.512 0.316
H 4.055003 -1.095622 -4.673853 -0.224 0.865 -0.281 0.231
H 4.653071 0.295431 -3.728414 -1.126 0.195 -1.039 0.272
H 3.115704 0.508556 -4.941531 1.520 -0.457 0.431 0.277
H -2.070677 -1.762621 3.692890 0.580 0.687 -0.449 0.351
H -0.678085 -0.522209 3.064555 -1.214 -1.827 0.733 0.250
H -2.863693 0.027347 0.713066 -1.900 1.642 -2.336 0.229
H -2.856532 -0.050044 2.502365 -0.361 1.179 -1.204 0.225
H -3.405157 3.708471 1.551888 -1.935 -2.202 -0.975 0.251
H -4.439629 3.514746 0.274994 0.474 -0.551 0.312 0.250
H -4.872817 2.767508 1.602971 0.573 0.161 0.317 0.240
```
Forces are in eV/Å.


3.
ORCA calculation (ωB97M-V/def2-TZVPD) on a 6-piece molecular cluster, C2H14O5 overall at a distorted geometry.

Computed properties:
Multiplicity ... 1
Energy above the lowest of the compared OMol25 structures with the same formula, charge and spin ... 2.144 eV
E_LUMO ... 0.02 eV
SMILES ... C=C.O.O.O.O.O
Gap between HOMO and LUMO ... 10.31 eV

```
21
Properties=species:S:1:pos:R:3:forces:R:3:mulliken_charge:R:1
C 0.843474 -2.672036 -1.040574 0.442 -1.232 -2.380 -0.478
C -0.085429 -2.274469 -0.207605 0.531 1.504 1.718 -0.470
H 0.733534 -3.221853 -1.985691 -0.921 0.095 0.326 0.248
H 1.917124 -2.532337 -0.981447 -0.081 0.514 1.048 0.249
H -1.165031 -2.246369 -0.120222 -0.070 -0.839 -1.036 0.330
H 0.282670 -1.736075 0.661204 0.006 -0.189 -0.190 0.137
O -1.538017 0.145712 -2.475340 0.095 0.385 0.126 -0.645
H -1.164313 -0.721788 -2.347751 0.057 -0.704 0.015 0.318
H -0.800035 0.705977 -2.212911 -0.145 0.338 -0.074 0.315
O 0.128182 -1.293032 2.703609 0.423 2.617 0.090 -0.661
H -0.262324 -0.403107 2.904483 -0.619 -1.259 0.247 0.295
H 0.887751 -0.856847 2.265693 0.207 -1.141 0.055 0.341
O 2.311610 0.991694 -0.514430 -0.189 -0.603 -0.247 -0.596
H 2.573168 1.771801 -0.049494 0.557 0.736 0.462 0.301
H 1.361887 1.100379 -0.571960 -0.390 -0.158 -0.177 0.299
O -1.564677 1.093495 1.624902 0.176 -0.245 -0.138 -0.598
H -2.024127 1.922021 1.742010 -0.296 0.384 0.185 0.301
H -2.217588 0.523144 1.198253 0.199 -0.015 -0.034 0.320
O -0.328456 3.270619 -0.471315 0.447 0.252 -0.408 -0.623
H -0.435367 2.736111 0.317824 0.152 -0.146 0.238 0.300
H 0.545967 3.696964 -0.439243 -0.579 -0.295 0.173 0.316
```
Forces are in eV/Å.


Question: Look up the energy above the lowest of the compared OMol25 structures with the same formula, charge and spin of the second one.
Answer: 5.942 eV